[1]
{
  "formula": "C5H7NO2S",
  "method": "ωB97M-V with the def2-TZVPD basis set",
  "symbols": ["C", "C", "C", "C", "C", "N", "O", "O", "S", "H", "H", "H", "H", "H", "H", "H"],
  "coordinates": [[-3.043, 0.300, -0.173], [-1.676, 0.766, -0.042], [-2.861, -0.906, -0.827], [-0.890, -0.197, -0.597], [2.370, -0.342, 1.370], [2.431, 1.314, -0.926], [2.489, -1.166, -1.077], [-1.560, -1.196, -1.095], [1.859, -0.012, -0.481], [-3.919, 0.702, 0.369], [-1.258, 1.682, 0.355], [-3.476, -1.774, -0.936], [2.220, 0.413, 2.155], [1.967, -1.347, 1.691], [3.350, -0.460, 1.058], [1.997, 2.223, -0.844]],
  "mulliken_charge": [-0.510, -0.140, -0.323, 0.024, -0.801, -0.574, -0.577, -0.265, 0.864, 0.333, 0.387, 0.397, 0.322, 0.277, 0.326, 0.262],
  "total_charge": 0,
  "e_lumo_ha": [-0.0576, -0.0399],
  "orbital_gap_ev": [7.52, 7.69],
  "homo_energy_ev": [-9.08, -8.78],
  "de_lowest_kj_mol": 600.1
}


[2]
{
  "formula": "C40H42ClF9O2P",
  "method": "ωB97M-V with the def2-TZVPD basis set",
  "symbols": ["C", "C", "C", "C", "P", "Cl", "C", "C", "F", "C", "C", "C", "F", "F", "F", "C", "O", "O", "H", "H", "H", "H", "H", "H", "H", "H", "H", "H", "H", "H", "H", "H", "H", "H", "H", "F", "C", "C", "C", "C", "C", "C", "H", "H", "H", "H", "H", "F", "C", "C", "C", "C", "C", "C", "H", "H", "H", "H", "H", "F", "C", "C", "C", "C", "C", "C", "H", "H", "H", "H", "H", "F", "C", "C", "C", "C", "C", "C", "H", "H", "H", "H", "H", "F", "C", "C", "C", "C", "C", "C", "H", "H", "H", "H", "H"],
  "coordinates": [[4.703, 5.398, 2.284], [4.150, 3.906, 2.665], [3.182, 3.223, 1.482], [3.306, 4.177, 0.111], [1.410, 2.948, 2.086], [1.288, 5.039, 2.600], [0.872, 2.644, 3.936], [1.731, 1.504, 4.714], [3.187, 1.490, 4.461], [-0.008, 3.041, 0.830], [-0.256, 4.453, 0.056], [-1.531, 5.348, 0.671], [-1.884, 4.982, 2.061], [-1.186, 6.817, 0.668], [-2.772, 5.166, -0.169], [1.408, 1.068, 1.883], [2.420, 0.205, 1.863], [0.056, 0.412, 1.807], [5.561, 5.269, 1.499], [3.882, 6.180, 1.995], [5.224, 5.823, 3.269], [5.119, 3.224, 2.812], [3.623, 3.902, 3.728], [3.787, 2.250, 1.165], [2.830, 5.235, 0.237], [4.398, 4.198, -0.326], [2.646, 3.613, -0.708], [-0.263, 2.289, 3.929], [0.866, 3.664, 4.554], [1.606, 1.722, 5.882], [1.322, 0.391, 4.582], [0.241, 2.244, -0.025], [-1.071, 2.695, 1.251], [0.694, 5.105, -0.151], [-0.650, 4.151, -1.033], [-8.630, 2.410, -2.349], [-7.311, 2.432, -2.115], [-6.746, 3.533, -1.482], [-5.374, 3.554, -1.234], [-4.579, 2.476, -1.632], [-5.154, 1.377, -2.271], [-6.528, 1.352, -2.509], [-7.378, 4.365, -1.187], [-4.923, 4.407, -0.733], [-3.508, 2.495, -1.442], [-4.533, 0.541, -2.584], [-6.994, 0.502, -2.997], [4.577, 1.441, -1.264], [4.028, 0.320, -1.749], [4.378, -0.907, -1.196], [3.803, -2.075, -1.697], [2.890, -2.004, -2.753], [2.549, -0.767, -3.303], [3.116, 0.401, -2.795], [5.095, -0.944, -0.383], [4.064, -3.039, -1.267], [2.445, -2.915, -3.146], [1.842, -0.714, -4.128], [2.855, 1.371, -3.206], [4.895, -4.244, 0.334], [4.039, -4.820, 1.189], [4.296, -4.768, 2.554], [3.402, -5.364, 3.444], [2.266, -6.015, 2.958], [2.020, -6.067, 1.585], [2.908, -5.461, 0.696], [5.188, -4.265, 2.913], [3.590, -5.322, 4.514], [1.572, -6.483, 3.652], [1.137, -6.578, 1.208], [2.727, -5.484, -0.374], [4.412, -7.224, -2.767], [5.731, -7.203, -2.533], [6.296, -6.101, -1.900], [7.668, -6.080, -1.652], [8.463, -7.158, -2.050], [7.887, -8.257, -2.689], [6.513, -8.282, -2.927], [5.664, -5.269, -1.605], [8.118, -5.227, -1.151], [9.534, -7.140, -1.860], [8.508, -9.093, -3.002], [6.048, -9.132, -3.415], [-14.976, 1.665, -0.108], [-13.862, 1.155, -0.648], [-13.891, -0.121, -1.199], [-12.732, -0.650, -1.767], [-11.553, 0.100, -1.767], [-11.533, 1.378, -1.207], [-12.694, 1.911, -0.650], [-14.813, -0.692, -1.183], [-12.746, -1.644, -2.208], [-10.648, -0.315, -2.206], [-10.613, 1.958, -1.205], [-12.699, 2.906, -0.218]],
  "mulliken_charge": [-0.913, -0.413, 0.259, -1.166, 0.888, -0.378, -0.890, -0.298, -0.288, -0.729, -0.524, 0.761, -0.246, -0.288, -0.267, 0.084, -0.690, -0.750, 0.273, 0.141, 0.344, 0.319, 0.168, 0.316, 0.263, 0.310, 0.173, 0.367, 0.451, 0.282, 0.284, 0.357, 0.295, 0.125, 0.369, -0.301, 0.315, -0.404, -0.338, -0.424, -0.492, -0.334, 0.401, 0.433, 0.388, 0.367, 0.390, -0.328, 0.332, -0.290, -0.193, -0.774, -0.393, -0.400, 0.395, 0.473, 0.382, 0.361, 0.433, -0.304, 0.468, -0.493, -0.425, -0.442, -0.539, -0.114, 0.376, 0.355, 0.350, 0.334, 0.418, -0.290, 0.095, -0.055, -0.515, -0.428, -0.428, -0.366, 0.533, 0.375, 0.351, 0.350, 0.403, -0.311, 0.294, -0.403, -0.354, -0.451, -0.134, -0.501, 0.387, 0.354, 0.376, 0.349, 0.398],
  "total_charge": -1,
  "e_lumo_ha": 0.0797,
  "orbital_gap_ev": 6.53,
  "homo_energy_ev": -4.36
}